Entry 1:
{
  "formula": "C32H28N7S3Ti",
  "method": "wB97M-V/def2-TZVPD",
  "species": ["Ti", "N", "C", "S", "N", "N", "C", "C", "C", "C", "C", "C", "C", "C", "C", "C", "C", "C", "N", "H", "H", "H", "H", "H", "H", "H", "H", "H", "H", "H", "S", "C", "N", "C", "C", "C", "C", "C", "C", "S", "H", "H", "H", "H", "C", "C", "C", "C", "C", "C", "H", "H", "H", "H", "H", "H", "H", "H", "H", "N", "C", "C", "C", "C", "N", "C", "C", "H", "H", "H", "H"],
  "xyz": [[0.648, 0.675, -0.470], [-2.550, 2.057, -3.178], [-1.678, 1.859, -2.121], [0.025, 2.082, -2.423], [-2.186, 1.566, -0.969], [-1.200, 1.436, 0.002], [-1.470, 1.900, 1.224], [-2.826, 2.297, 1.652], [-3.064, 3.538, 2.240], [-4.339, 3.897, 2.654], [-5.399, 3.020, 2.483], [-5.175, 1.783, 1.890], [-3.904, 1.427, 1.475], [-0.333, 2.019, 2.064], [-0.377, 2.341, 3.439], [0.787, 2.458, 4.148], [2.016, 2.241, 3.500], [1.994, 1.879, 2.175], [0.870, 1.763, 1.451], [-2.152, 1.827, -4.074], [-3.465, 1.665, -3.016], [-2.239, 4.230, 2.359], [-4.504, 4.869, 3.103], [-6.395, 3.299, 2.805], [-5.998, 1.093, 1.750], [-3.729, 0.470, 1.003], [-1.337, 2.475, 3.918], [0.758, 2.698, 5.204], [2.957, 2.305, 4.026], [2.911, 1.625, 1.661], [3.653, -0.990, 1.150], [2.076, -1.509, 1.468], [0.936, -1.055, 0.977], [-0.157, -1.814, 1.387], [-1.477, -1.652, 0.962], [-2.456, -2.494, 1.458], [-2.149, -3.507, 2.368], [-0.840, -3.696, 2.780], [0.142, -2.853, 2.279], [1.855, -2.887, 2.548], [-1.726, -0.893, 0.233], [-3.478, -2.368, 1.123], [-2.931, -4.154, 2.743], [-0.584, -4.491, 3.469], [1.853, -3.995, -3.034], [0.415, -3.494, -2.843], [-0.316, -4.410, -1.852], [-0.315, -3.504, -4.193], [0.443, -2.133, -2.286], [0.430, -1.056, -1.717], [1.851, -5.015, -3.427], [2.387, -3.987, -2.083], [2.391, -3.353, -3.734], [-0.352, -5.435, -2.235], [-1.336, -4.059, -1.688], [0.193, -4.411, -0.887], [-0.342, -4.517, -4.606], [0.189, -2.848, -4.904], [-1.339, -3.148, -4.072], [7.401, 2.888, -3.022], [6.383, 2.559, -2.603], [5.107, 2.148, -2.078], [4.301, 3.055, -1.398], [3.082, 2.617, -0.923], [2.656, 1.364, -1.080], [3.429, 0.491, -1.732], [4.660, 0.844, -2.255], [4.613, 4.078, -1.248], [2.409, 3.284, -0.399], [3.033, -0.509, -1.842], [5.260, 0.114, -2.779]],
  "lumo_ev": [1.792, 1.691],
  "e_above_lowest_kcal_mol": 4.25,
  "orbital_gap_ev": [4.96, 6.36],
  "homo_energy_ha": [-0.1166, -0.1717],
  "total_energy_ha": -3663.67716,
  "total_charge": -1,
  "spin_multiplicity": 3
}

Entry 2:
{
  "formula": "C2H3F2NO",
  "method": "wB97M-V/def2-TZVPD",
  "species": ["C", "C", "N", "O", "F", "F", "H", "H", "H"],
  "xyz": [[0.568, 0.206, 0.309], [4.195, 0.410, -0.535], [-0.086, -0.383, -0.672], [1.651, -0.051, 0.728], [4.530, 0.752, 0.673], [4.521, -0.881, -0.652], [0.022, 1.081, 0.620], [-0.930, 0.035, -0.891], [0.408, -1.279, -1.026]],
  "lumo_ev": 0.678,
  "e_above_lowest_kcal_mol": 64.63,
  "orbital_gap_ev": 10.93,
  "homo_energy_ha": -0.3766,
  "total_energy_ha": -407.65336
}

Entry 3:
{
  "formula": "C4H7N2O2S",
  "method": "wB97M-V/def2-TZVPD",
  "species": ["C", "C", "C", "C", "N", "O", "S", "N", "O", "H", "H", "H", "H", "H", "H", "H"],
  "xyz": [[0.551, 1.148, -0.124], [-0.749, 0.476, -0.057], [-1.091, -0.851, -0.063], [-0.193, -2.029, -0.097], [-2.436, -1.082, -0.022], [-2.974, -2.175, -0.014], [-3.366, 0.367, 0.030], [-1.960, 1.283, 0.045], [-1.963, 2.621, -0.128], [0.462, 2.094, -0.657], [1.280, 0.514, -0.622], [0.928, 1.363, 0.880], [0.764, -1.778, -0.543], [-0.664, -2.833, -0.662], [-0.024, -2.401, 0.914], [-1.887, 3.094, 0.724]],
  "lumo_ev": [-5.676, -5.681],
  "e_above_lowest_kcal_mol": 99.79,
  "orbital_gap_ev": [8.33, 8.33],
  "homo_energy_ha": [-0.5147, -0.5149],
  "total_energy_ha": -814.38451,
  "smiles": "Cc1c(C)[n+](=O)sn1O",
  "total_charge": 1
}

Entry 4:
{
  "formula": "CHCl2F2NS",
  "method": "wB97M-V/def2-TZVPD",
  "species": ["C", "N", "F", "F", "S", "Cl", "Cl", "H"],
  "xyz": [[0.626, -0.519, -1.599], [0.693, 1.076, 0.973], [-1.981, 1.462, 1.904], [-0.495, -0.476, 2.616], [-0.616, 0.549, 1.267], [1.799, -1.613, -1.269], [-0.973, -0.941, -1.772], [0.948, 0.462, -2.120]],
  "lumo_ev": [0.234, -3.822],
  "e_above_lowest_kcal_mol": 0.00,
  "orbital_gap_ev": [8.57, 8.03],
  "homo_energy_ha": [-0.3062, -0.4355],
  "total_energy_ha": -1611.56687,
  "spin_multiplicity": 3
}